Density functional theory data (ωB97M-V/def2-TZVPD) for a cluster of 2 separate species, C5H18N2O in total.

LUMO level	-5.94	eV
E	-385.47453	a.u.
M	122.21	g/mol
energy above the lowest of the compared OMol25 structures with the same formula, charge and spin	8.3	kcal/mol
orbital gap	12.510	eV
E_HOMO	-18.45	eV

```
! RIJCOSX wB97M-V def2-TZVPD def2/J DEFGRID3
* xyz 2 1
O -0.25 -2.71 2.44
N 2.11 -2.18 1.02
N -2.85 2.27 -1.26
C 2.11 -0.90 0.19
C -1.61 1.79 -0.52
C -0.58 1.22 -1.47
C 0.76 -0.19 0.26
C 0.76 0.93 -0.80
H -3.67 1.68 -1.16
H 1.44 -2.84 0.63
H -1.93 1.13 0.26
H -0.26 -2.97 3.38
H 0.59 0.23 1.25
H -3.13 3.19 -0.90
H -0.42 1.87 -2.32
H -1.28 2.60 0.13
H 2.40 -1.14 -0.82
H 1.24 1.86 -0.49
H 1.43 0.67 -1.62
H 1.75 -1.89 1.94
H 2.91 -0.30 0.63
H -2.64 2.22 -2.26
H -1.03 0.32 -1.90
H -0.88 -3.36 2.07
H 0.01 -0.95 0.02
H 3.01 -2.57 1.27
*
```

Atomic partial charges in e from the Löwdin method, atoms 1 to 8: number 1, O, carries -0.06; number 2, N, carries 0.19; number 3, N, carries 0.22; number 4, C, carries -0.13; number 5, C, carries -0.14; number 6, C, carries -0.18; number 7, C, carries -0.17; number 8, C, carries -0.19